This record from the Open Molecules 2025 dataset describes a cluster of 3 separate species, C54H56Cl2N2O14SSi in total at a distorted geometry. The level of theory is ωB97M-V with the def2-TZVPD basis set.

Calculated values
Frontier orbital gap in eV: 7.9000
Structure (SMILES): Cc1ccc(C(C)C)c(OC[C@@](O)(N=C=O)O[C@@](O)(CCO[Si](C)(C)C)[C@H](OC#N)O[C@H](Cl)CCCCS(=O)(=O)Cl)c1.O=C1c2ccccc2C(=O)c2ccccc21.O=C1c2ccccc2C(=O)c2ccccc21
LUMO level in eV: -1.137
Energy above the lowest of the compared OMol25 structures with the same formula, charge and spin in kJ/mol: 0.0
Maximum force in eV/A: 2.125
Spin multiplicity: 1

Last column: Löwdin charge in e.
Geometry (Å):
C: -5.46210 2.81758 2.77462  -0.04
C: -4.98468 1.40501 2.51966  -0.27
C: -5.92501 0.38925 2.44111  -0.04
C: -5.53062 -0.92386 2.21900  -0.02
C: -4.18588 -1.24123 2.07384  -0.13
C: -3.71345 -2.68243 1.83973  -0.32
C: -3.31229 -3.29532 3.21541  -0.04
C: -4.82801 -3.56883 1.28641  -0.08
C: -3.24919 -0.21119 2.13092  -0.22
O: -1.90571 -0.46017 1.92666  -0.04
C: -1.15652 -0.52924 3.12035  -0.07
C: 0.30997 -0.86065 2.79690  -0.49
O: 0.81806 -1.51216 3.90520  0.09
N: 0.37041 -1.73027 1.58726  0.25
C: 0.05538 -2.89863 1.70982  -0.29
O: -0.14077 -4.04095 1.79563  0.18
O: 0.91674 0.34149 2.44497  0.05
C: 2.13409 0.74225 2.99906  -0.45
O: 2.03479 1.10405 4.35043  0.09
C: 3.34944 -0.17884 2.79205  -0.04
C: 3.44771 -1.00445 1.50886  -0.24
O: 2.93615 -0.35129 0.35853  -0.21
Si: 3.12984 -1.20716 -1.06678  0.42
C: 1.78145 -2.46581 -1.37812  -0.16
C: 3.04959 0.03343 -2.47289  -0.15
C: 4.78246 -2.07450 -1.18686  -0.16
C: 2.39923 2.07275 2.26337  -0.22
O: 3.53338 2.75274 2.84806  0.09
C: 4.50260 2.89123 2.00183  -0.34
N: 5.37470 2.89818 1.24904  0.18
O: 1.27020 2.86259 2.51073  -0.05
C: 1.13356 3.99125 1.70512  -0.69
Cl: 1.30591 5.46684 2.73232  0.66
C: -0.23302 4.04153 1.06306  -0.20
C: -0.57011 2.80085 0.24114  -0.18
C: 0.44670 2.48872 -0.89008  -0.20
C: -0.12921 2.53207 -2.29562  -0.26
S: -0.78266 4.12833 -2.77524  0.33
O: 0.03485 5.11943 -2.14344  -0.32
O: -0.82910 4.17529 -4.20232  -0.34
Cl: -2.69619 4.24418 -2.10874  0.44
C: -3.64617 1.09857 2.36079  0.04
H: -5.91457 3.19258 1.85631  0.08
H: -6.24763 2.79563 3.52312  0.08
H: -4.65290 3.47557 3.07192  0.07
H: -6.97850 0.60830 2.53860  0.11
H: -6.30405 -1.66938 2.15403  0.10
H: -2.86427 -2.64254 1.16391  0.13
H: -2.24198 -3.24734 3.40057  0.05
H: -3.79303 -2.72252 4.00377  0.09
H: -3.59225 -4.34269 3.27638  0.06
H: -5.64668 -3.59416 2.00063  0.07
H: -5.19606 -3.24018 0.31812  0.09
H: -4.46671 -4.59289 1.22465  0.08
H: -1.56485 -1.20810 3.86399  0.13
H: -1.14199 0.46417 3.57641  0.15
H: 1.62281 -1.99687 3.68684  0.11
H: 2.38739 0.37418 4.86621  0.11
H: 3.43743 -0.88507 3.62043  0.13
H: 4.24730 0.42989 2.85306  0.13
H: 4.50868 -1.21324 1.35622  0.11
H: 2.97531 -1.98323 1.63618  0.11
H: 0.78309 -2.06704 -1.21859  0.03
H: 1.85556 -2.71741 -2.43872  0.04
H: 1.93746 -3.39897 -0.83933  0.03
H: 2.03530 0.18140 -2.83656  0.02
H: 3.49909 0.98708 -2.19803  0.04
H: 3.62690 -0.35087 -3.31324  0.03
H: 4.96577 -2.43870 -2.19380  0.04
H: 4.84123 -2.92335 -0.50444  0.03
H: 5.60072 -1.39808 -0.93466  0.04
H: 2.50166 1.92837 1.19042  0.16
H: 1.91847 4.07373 0.95718  0.11
H: -0.26138 4.91345 0.41251  0.10
H: -0.99491 4.16471 1.83060  0.11
H: -1.55165 2.89503 -0.21168  0.06
H: -0.61782 1.93372 0.89743  0.10
H: 1.28600 3.18033 -0.86739  0.11
H: 0.85034 1.49939 -0.68558  0.11
H: -0.84675 1.74305 -2.50778  0.11
H: 0.67763 2.41026 -3.01555  0.10
H: -2.90837 1.88893 2.40162  0.12
O: 0.24033 -10.39471 6.32835  0.11
C: 0.82353 -9.41095 5.92499  -0.28
C: 2.24394 -9.15436 6.30059  -0.08
C: 2.90655 -10.07198 7.10528  0.00
C: 4.23514 -9.86792 7.43654  -0.06
C: 4.90908 -8.74652 6.96463  -0.06
C: 4.24958 -7.82101 6.17437  0.00
C: 2.91483 -8.01751 5.84326  -0.08
C: 2.21603 -7.00269 5.00643  -0.28
O: 2.78260 -5.98701 4.65312  0.10
C: 0.80528 -7.27039 4.61283  -0.08
C: 0.14904 -6.35463 3.80349  0.00
C: -1.15405 -6.59319 3.40133  -0.05
C: -1.80676 -7.75183 3.81011  -0.05
C: -1.15993 -8.66502 4.62720  0.00
C: 0.14615 -8.42699 5.03515  -0.08
H: 2.37852 -10.94395 7.46522  0.12
H: 4.75048 -10.58578 8.06076  0.11
H: 5.95037 -8.59507 7.21627  0.11
H: 4.76643 -6.94474 5.80881  0.12
H: 0.65986 -5.45989 3.48708  0.09
H: -1.66006 -5.87728 2.76843  0.09
H: -2.82296 -7.94184 3.49035  0.11
H: -1.66354 -9.56570 4.94964  0.12
O: -2.50391 5.56839 -7.81488  0.11
C: -1.75822 6.33026 -8.39301  -0.28
C: -0.62689 6.99002 -7.68310  -0.08
C: -0.41024 6.70682 -6.34009  0.00
C: 0.65752 7.28548 -5.67566  -0.05
C: 1.51533 8.14859 -6.34920  -0.05
C: 1.29643 8.44622 -7.68359  -0.01
C: 0.22357 7.87358 -8.35452  -0.09
C: -0.00422 8.21958 -9.78470  -0.28
O: 0.70159 9.02557 -10.35484  0.10
C: -1.12311 7.54304 -10.50105  -0.08
C: -1.33368 7.82312 -11.84537  0.00
C: -2.34976 7.18298 -12.53345  -0.06
C: -3.16044 6.25930 -11.88160  -0.06
C: -2.96231 5.98570 -10.53932  0.00
C: -1.94692 6.62852 -9.84269  -0.08
H: -1.07141 6.03173 -5.81583  0.10
H: 0.82397 7.05809 -4.63038  0.11
H: 2.35552 8.59079 -5.83005  0.11
H: 1.95659 9.12050 -8.21118  0.12
H: -0.69736 8.53920 -12.34648  0.12
H: -2.51049 7.40006 -13.58124  0.11
H: -3.94911 5.75408 -12.42345  0.11
H: -3.59117 5.27158 -10.02610  0.12

Force components x, y, z for each atom (eV/Å):
C 0.00 -0.53 -0.45
C -0.35 0.48 0.28
C 0.19 -0.47 -0.09
C 0.03 0.72 0.07
C 0.52 -0.79 -0.56
C -0.65 0.14 0.88
C 0.40 0.42 -0.40
C 0.30 0.06 0.03
C -0.37 0.39 0.16
O 0.00 -0.57 -0.08
C 0.13 0.99 0.23
C -0.88 -0.21 -0.94
O 0.27 0.09 0.34
N -0.11 -0.19 0.72
C 0.48 0.09 -0.01
O -0.28 0.01 -0.33
O 0.26 -0.34 0.07
C 1.01 0.59 0.10
O -0.09 -0.30 -0.19
C -0.06 -0.24 -0.33
C 0.08 -0.08 -0.02
O 0.33 -0.23 0.15
Si -0.24 0.23 -1.10
C 0.32 0.06 -0.07
C 0.10 -0.06 0.25
C 0.03 0.14 0.62
C -2.01 0.60 0.36
O 0.33 -0.02 -0.46
C 0.09 -0.41 0.16
N 0.06 0.25 -0.05
O 0.48 -0.34 -0.18
C -0.36 0.42 0.18
Cl 0.18 -0.03 -0.05
C -0.40 -0.14 -0.39
C 0.54 -0.39 -0.21
C -0.37 0.25 0.54
C 0.02 -0.44 0.26
S 1.58 0.22 -0.96
O -0.54 0.08 0.63
O -0.63 -0.30 -0.04
Cl 0.04 -0.01 0.07
C 0.00 -0.05 -0.04
H 0.03 0.24 -0.02
H 0.01 0.19 0.22
H 0.02 0.11 0.10
H -0.09 0.11 0.07
H 0.03 -0.23 -0.03
H 0.10 -0.16 -0.09
H 0.14 0.03 0.00
H -0.17 -0.21 0.21
H -0.12 -0.09 0.09
H -0.21 -0.01 -0.02
H -0.07 0.00 -0.08
H 0.05 -0.08 -0.27
H -0.07 -0.44 -0.18
H 0.07 0.00 0.17
H 0.02 0.02 -0.13
H -0.15 0.00 0.25
H -0.05 0.01 0.14
H -0.03 0.25 0.13
H 0.10 -0.05 0.07
H -0.26 0.00 0.02
H -0.09 -0.03 0.19
H 0.03 -0.03 -0.09
H -0.20 -0.04 0.20
H -0.15 0.15 0.05
H -0.09 0.13 0.02
H 0.04 -0.09 -0.07
H -0.13 -0.05 -0.16
H 0.06 -0.10 -0.01
H 0.06 0.06 -0.01
H 0.57 -0.13 -0.06
H 0.21 -0.12 0.04
H 0.00 0.19 0.07
H 0.05 0.10 0.18
H -0.20 0.15 0.24
H -0.04 -0.04 0.09
H 0.07 0.08 0.01
H 0.14 -0.20 -0.36
H -0.32 0.14 0.06
H 0.04 0.15 -0.25
H 0.15 0.00 0.00
O 0.01 0.01 -0.01
C -0.09 -0.14 0.06
C 0.00 0.10 -0.06
C 0.10 -0.06 0.07
C 0.01 0.04 -0.02
C -0.04 -0.03 0.01
C 0.12 -0.02 0.06
C -0.08 -0.07 -0.01
C 0.10 0.19 -0.06
O -0.02 -0.04 0.02
C 0.02 -0.10 0.07
C -0.14 0.02 -0.05
C -0.04 -0.08 0.05
C 0.07 0.03 0.02
C -0.13 0.03 -0.06
C 0.09 0.05 -0.01
H -0.08 0.02 -0.06
H 0.00 0.00 0.00
H 0.00 0.00 0.01
H -0.08 0.04 -0.04
H 0.10 -0.03 0.02
H 0.02 0.00 -0.02
H -0.01 0.00 0.00
H 0.07 -0.03 0.06
O 0.01 0.01 -0.02
C -0.11 -0.10 0.11
C 0.06 0.08 -0.09
C -0.01 -0.01 0.11
C 0.04 0.03 -0.01
C -0.04 -0.03 0.01
C 0.09 0.04 0.10
C -0.09 -0.09 -0.01
C 0.12 0.13 -0.08
O -0.01 -0.02 0.00
C -0.02 -0.05 0.09
C -0.05 -0.01 -0.13
C -0.02 -0.03 0.03
C 0.03 0.04 -0.01
C -0.09 -0.04 -0.11
C 0.09 0.06 0.00
H -0.03 -0.05 -0.10
H -0.01 -0.02 0.00
H 0.00 0.01 0.01
H -0.06 0.00 -0.08
H 0.06 0.01 0.08
H 0.00 0.00 -0.01
H -0.01 0.00 0.00
H 0.04 0.02 0.09